131
Properties=species:S:1:pos:R:3 method="wB97M-V/def2-TZVPD" spin_multiplicity=5 charge=+2 energy_ev=-144459.776 e_homo_ha="-0.488 / -0.488"
V -0.788 2.807 -0.205
V -3.271 -1.434 0.552
S -3.823 1.656 -0.583
O -3.490 1.149 -1.911
O -2.694 2.491 -0.134
O -5.049 2.391 -0.546
O -3.824 0.418 0.293
S -0.316 0.096 -0.040
O 0.942 -0.561 0.156
O -0.577 1.133 0.971
O -0.268 1.050 -1.156
O -1.420 -0.901 -0.026
C 4.886 1.478 -2.486
C 3.431 1.138 -2.201
C 2.997 -0.010 -3.108
O 3.056 0.419 -4.445
C 2.410 -0.463 -5.328
N 3.305 0.828 -0.766
H 5.534 0.614 -2.331
H 5.239 2.229 -1.772
H 4.996 1.946 -3.462
H 2.850 2.036 -2.433
H 1.935 -0.206 -2.865
H 3.427 -0.977 -2.819
H 1.540 -0.924 -4.844
H 3.074 -1.285 -5.618
H 2.064 -0.021 -6.262
H 2.380 0.394 -0.718
H 3.910 0.057 -0.492
C -2.977 -3.745 -2.609
C -2.573 -2.290 -2.284
C -2.396 -1.529 -3.633
O -3.558 -1.617 -4.391
C -3.413 -1.077 -5.665
N -3.748 -1.631 -1.580
H -2.082 -4.331 -2.822
H -3.566 -3.895 -3.515
H -3.553 -4.161 -1.778
H -1.597 -2.366 -1.824
H -1.535 -2.002 -4.121
H -2.107 -0.505 -3.374
H -3.065 -0.034 -5.640
H -4.346 -0.940 -6.216
H -2.781 -1.621 -6.376
H -4.541 -2.153 -1.946
H -3.734 -0.691 -2.010
C 0.951 -3.581 -1.528
C 0.928 -4.141 -0.091
C 1.428 -5.577 0.020
O 2.784 -5.582 -0.372
C 3.464 -6.811 -0.185
N 1.634 -3.231 0.809
H 0.305 -4.184 -2.182
H 1.947 -3.745 -1.947
H 0.593 -2.566 -1.666
H -0.152 -4.112 0.135
H 0.849 -6.196 -0.676
H 1.331 -6.023 1.012
H 3.107 -7.422 0.646
H 4.546 -6.719 -0.181
H 3.253 -7.427 -1.069
H 1.513 -2.265 0.503
H 2.601 -3.533 0.692
C 3.107 3.643 1.734
C 1.686 3.069 1.567
C 0.652 3.957 2.230
O -0.646 3.430 1.872
C -1.702 3.618 2.816
N 1.435 3.140 0.082
H 3.927 3.159 1.214
H 3.374 3.809 2.782
H 2.996 4.676 1.382
H 1.682 2.031 1.889
H 0.812 4.991 1.915
H 0.763 3.928 3.315
H -2.622 3.350 2.301
H -1.853 4.641 3.169
H -1.506 3.015 3.704
H 2.145 2.464 -0.241
H 1.765 4.014 -0.325
C 0.012 1.973 -4.210
C 0.001 3.210 -3.332
C 0.117 4.503 -4.128
O 0.208 5.542 -3.166
C 0.282 6.818 -3.749
N -1.159 3.132 -2.376
H 0.909 1.937 -4.825
H -0.891 1.812 -4.805
H -0.007 1.091 -3.567
H 0.870 3.284 -2.668
H -0.762 4.591 -4.778
H 1.027 4.500 -4.733
H 0.173 7.549 -2.947
H -0.411 7.014 -4.569
H 1.310 6.988 -4.106
H -1.535 4.074 -2.577
H -1.927 2.589 -2.781
C 1.908 -0.142 4.660
C 1.460 -1.526 4.224
C 0.850 -2.344 5.370
O 0.048 -3.445 4.984
C 0.813 -4.446 4.347
N 0.411 -1.369 3.194
H 2.601 -0.168 5.506
H 1.058 0.402 5.082
H 2.412 0.446 3.893
H 2.273 -2.100 3.759
H 0.217 -1.637 5.914
H 1.621 -2.730 6.044
H 1.757 -4.656 4.858
H 0.882 -4.371 3.260
H 0.303 -5.404 4.511
H 0.451 -2.234 2.645
H 0.872 -0.742 2.532
C -4.311 0.153 3.637
C -2.797 0.077 3.440
C -2.100 0.122 4.807
O -2.620 1.258 5.446
C -1.906 1.606 6.622
N -2.525 -1.150 2.580
H -4.719 -0.378 4.499
H -4.915 -0.020 2.739
H -4.638 1.173 3.863
H -2.468 0.947 2.871
H -1.027 0.022 4.618
H -2.397 -0.744 5.414
H -0.975 2.060 6.270
H -1.747 0.816 7.360
H -2.423 2.360 7.217
H -2.975 -1.883 3.158
H -1.596 -1.345 3.027

---

100
Properties=species:S:1:pos:R:3 method="wB97M-V/def2-TZVPD" spin_multiplicity=4 charge=-1 energy_ev=-244775.864 e_homo_ha="-0.190 / -0.190"
Co -0.452 0.380 -1.200
O 2.485 2.204 -1.820
As 1.064 3.248 -1.557
O 1.674 4.469 -0.637
O -0.143 2.326 -0.839
C 0.714 3.963 -3.316
C 1.742 4.785 -3.776
C 1.660 5.427 -4.999
C 0.520 5.262 -5.775
C -0.513 4.459 -5.331
C -0.434 3.796 -4.103
S -1.453 1.335 -3.568
O -0.003 1.140 -3.286
O -1.524 3.086 -3.721
O -2.207 1.215 -2.296
H 3.083 2.503 -1.117
H 2.605 4.929 -3.137
H 2.471 6.059 -5.339
H 0.435 5.763 -6.733
H -1.414 4.325 -5.915
C 2.305 -0.718 -2.806
N 1.692 -1.990 -2.485
C 1.396 -2.825 -3.641
C 1.193 -2.294 -1.278
N 0.859 -1.367 -0.396
C 1.067 -1.739 0.968
C 0.699 -2.959 1.481
C 1.471 -3.587 2.488
C 2.645 -3.019 2.894
C 2.926 -1.670 2.541
C 4.066 -0.982 3.036
C 4.178 0.370 2.857
C 3.083 1.104 2.353
C 1.947 0.456 1.914
N 0.721 1.123 1.789
C 0.220 1.714 2.820
N -0.742 2.697 2.657
C -0.509 3.806 1.746
C -1.680 3.001 3.715
N 0.474 1.443 4.173
C 0.986 2.518 4.993
C 0.761 0.118 4.665
C 1.987 -0.963 1.754
N 1.263 -3.673 -0.973
C 2.585 -4.259 -0.994
C 0.180 -4.584 -1.237
H 3.272 -0.924 -3.277
H 2.466 -0.138 -1.910
H 1.689 -0.138 -3.486
H 2.088 -2.554 -4.437
H 0.376 -2.633 -3.986
H 1.524 -3.883 -3.428
H -0.113 -3.505 1.021
H 1.189 -4.574 2.835
H 3.338 -3.549 3.537
H 4.818 -1.541 3.581
H 5.058 0.896 3.208
H 3.074 2.187 2.395
H 0.358 3.614 1.119
H -0.341 4.722 2.330
H -1.364 3.967 1.087
H -1.349 3.844 4.338
H -1.831 2.142 4.363
H -2.636 3.289 3.271
H 0.850 3.473 4.490
H 2.061 2.383 5.175
H 0.477 2.556 5.963
H 0.314 -0.630 4.011
H 0.311 0.013 5.659
H 1.830 -0.086 4.752
H 3.323 -3.516 -0.694
H 2.873 -4.666 -1.975
H 2.616 -5.074 -0.265
H -0.768 -4.055 -1.287
H 0.118 -5.329 -0.433
H 0.309 -5.126 -2.184
Br -5.618 -1.951 -3.377
C -4.607 -2.538 -1.882
C -5.349 -3.122 -0.861
C -4.726 -3.571 0.292
C -3.358 -3.400 0.440
C -2.639 -2.790 -0.574
C -3.225 -2.373 -1.767
C -2.297 -1.840 -2.867
O -2.682 -1.947 -4.029
O -1.156 -1.414 -2.488
H -6.419 -3.223 -0.982
H -5.313 -4.042 1.072
H -2.858 -3.725 1.346
H -1.580 -2.593 -0.468
C -3.396 1.360 0.496
C -2.541 0.282 1.077
C -2.900 -0.256 2.430
O -1.585 -0.192 0.487
H -4.379 1.378 0.963
H -3.461 1.251 -0.584
H -2.889 2.314 0.675
H -3.123 0.562 3.118
H -2.098 -0.883 2.815
H -3.812 -0.851 2.323

---

48
Properties=species:S:1:pos:R:3 method="wB97M-V/def2-TZVPD" smiles=CCO.CCO.CCO.CCO.CO.O.O relative_energy_kj_mol=184.0 charge=0 energy_ev=-24183.304 e_homo_ha=-0.364
C -0.937 -0.899 1.271
C -0.989 -1.322 -0.174
O 0.340 -1.585 -0.638
H -0.424 0.066 1.357
H -0.414 -1.609 1.910
H -1.940 -0.706 1.657
H -1.413 -0.520 -0.790
H -1.593 -2.226 -0.310
H 0.284 -1.759 -1.592
C -2.175 3.905 -0.539
C -2.380 2.410 -0.680
O -3.625 2.167 -1.357
H -1.952 4.358 -1.506
H -1.317 4.126 0.103
H -3.077 4.362 -0.136
H -2.350 1.878 0.273
H -1.613 1.933 -1.295
H -4.297 2.001 -0.691
C 2.147 1.709 -3.352
C 1.182 0.898 -2.524
O 1.333 1.216 -1.162
H 3.180 1.610 -3.017
H 1.872 2.765 -3.326
H 2.133 1.415 -4.405
H 1.281 -0.171 -2.742
H 0.154 1.112 -2.863
H 0.959 0.501 -0.629
C 2.231 -0.658 4.061
C 1.780 -1.823 4.910
O 1.216 -2.822 4.062
H 1.439 -0.276 3.410
H 3.071 -0.901 3.409
H 2.534 0.199 4.667
H 1.053 -1.442 5.634
H 2.650 -2.223 5.437
H 0.996 -3.586 4.603
C 0.430 -2.139 -4.598
O -0.158 -2.433 -3.339
H 0.438 -3.024 -5.235
H -0.099 -1.331 -5.112
H 1.442 -1.770 -4.444
H -1.111 -2.318 -3.367
O 2.186 -2.755 1.321
H 1.854 -2.633 2.223
H 1.564 -2.279 0.752
O -2.975 2.125 2.749
H -2.529 2.971 2.860
H -2.383 1.482 3.152

---

91
Properties=species:S:1:pos:R:3 method="wB97M-V/def2-TZVPD" relative_energy_kj_mol=216.6 charge=+2 energy_ev=-73567.810 e_homo_ha=-0.477
Pt -0.687 -0.078 0.023
C 0.174 1.833 -2.546
C 1.558 1.353 -2.126
P 1.521 -0.117 -0.987
C 3.242 -0.155 -0.403
C 3.485 -0.252 0.964
C 4.779 -0.270 1.451
C 5.847 -0.188 0.574
C 5.611 -0.065 -0.787
C 4.319 -0.037 -1.279
C 1.270 -1.519 -2.120
C -0.065 -1.776 -2.443
C -0.399 -2.825 -3.272
C 0.603 -3.628 -3.797
C 1.928 -3.390 -3.471
C 2.267 -2.343 -2.630
P -0.967 2.083 -1.104
C -0.275 3.460 -0.139
C -0.756 3.626 1.161
C -0.269 4.639 1.966
C 0.699 5.501 1.474
C 1.160 5.359 0.175
C 0.680 4.341 -0.632
C -2.446 2.779 -1.895
C -2.965 3.992 -1.449
C -4.072 4.542 -2.071
C -4.680 3.878 -3.123
C -4.181 2.657 -3.553
C -3.071 2.102 -2.942
H -0.304 1.082 -3.184
H 0.244 2.756 -3.132
H 2.144 1.095 -3.013
H 2.088 2.138 -1.581
H 2.647 -0.305 1.639
H 4.950 -0.328 2.517
H 6.859 -0.199 0.948
H 6.441 0.025 -1.469
H 4.156 0.083 -2.339
H -0.849 -1.138 -2.019
H -1.434 -3.029 -3.497
H 0.351 -4.448 -4.448
H 2.698 -4.031 -3.872
H 3.305 -2.169 -2.382
H -1.530 2.960 1.521
H -0.641 4.760 2.972
H 1.089 6.288 2.099
H 1.893 6.048 -0.213
H 1.038 4.258 -1.647
H -2.488 4.516 -0.634
H -4.455 5.493 -1.737
H -5.542 4.306 -3.610
H -4.662 2.142 -4.370
H -2.702 1.144 -3.280
C -5.307 0.809 -0.247
C -4.084 0.017 0.121
O -3.056 0.038 -0.549
N -4.213 -0.723 1.233
C -3.135 -1.528 1.771
C -2.253 -0.709 2.687
C -2.482 -0.691 4.059
C -1.675 0.086 4.874
C -0.659 0.832 4.293
C -0.498 0.772 2.921
N -1.279 0.024 2.148
H -5.047 1.591 -0.954
H -5.755 1.254 0.638
H -6.032 0.144 -0.716
H -5.073 -0.669 1.757
H -2.542 -1.913 0.932
H -3.566 -2.366 2.319
H -3.281 -1.284 4.477
H -1.831 0.108 5.941
H 0.001 1.446 4.884
H 0.276 1.343 2.421
O -0.458 -2.509 0.540
C 0.444 -2.591 1.370
O 1.061 -1.645 1.907
C 0.929 -4.000 1.868
N 2.186 -3.692 2.596
C 3.328 -4.247 1.824
C 2.759 -4.517 0.435
C 1.319 -4.933 0.729
H 0.168 -4.414 2.531
H 2.197 -3.998 3.567
H 2.110 -2.594 2.554
H 3.653 -5.179 2.289
H 4.163 -3.545 1.805
H 3.322 -5.290 -0.079
H 2.777 -3.611 -0.169
H 1.271 -5.973 1.052
H 0.656 -4.800 -0.123

---

15
Properties=species:S:1:pos:R:3 method="wB97M-V/def2-TZVPD" relative_energy_kj_mol=198.2 charge=0 energy_ev=-28214.373 e_homo_ha="-0.318 / -0.318"
N 2.409 -2.246 0.105
C 1.428 -1.289 0.080
C -0.036 -1.630 0.200
C -0.887 -0.596 0.064
C -1.144 0.636 -0.082
C -1.544 1.925 -0.206
C -2.847 2.408 -0.248
S -4.373 1.727 -0.042
N 1.583 -0.015 0.070
I 3.588 0.680 0.114
H 3.308 -1.903 -0.065
H 2.262 -3.217 0.254
H -0.282 -2.652 0.145
H -0.735 2.608 -0.246
H -2.730 3.564 -0.142

---

25
Properties=species:S:1:pos:R:3 method="wB97M-V/def2-TZVPD" relative_energy_kj_mol=614.5 charge=0 energy_ev=-19648.424 e_homo_ha=-0.308
C 0.755 -0.385 1.202
C 1.191 2.258 -0.118
C 4.173 0.741 -0.701
C 1.863 -0.056 0.543
C 2.073 1.289 0.018
C 3.067 -0.975 0.572
C -0.565 0.296 1.295
C -1.316 0.293 -0.054
C -0.868 1.579 0.700
C -2.730 -1.405 -0.728
N 3.286 1.600 -0.631
N 4.180 -0.438 -0.017
O 3.093 -2.120 0.931
O -1.530 2.565 1.364
O -2.687 -0.013 -0.337
H 0.680 -1.323 1.719
H 1.377 3.257 -0.241
H 5.154 1.112 -1.291
H -1.131 -0.024 2.172
H -0.592 0.008 -0.877
H -1.857 -2.011 -0.593
H -2.822 -1.398 -1.907
H -3.710 -1.960 -0.421
H 4.875 -1.160 -0.140
H -2.017 3.154 0.747